[1]
The following is a quantum chemistry calculation of a single C27H34ClN7O2 molecule, from OMol25.

Results
Strongest force on any atom = 0.021 Eh/bohr
Energy relative to the best compared isomer or geometry (same formula, charge and spin) = 9.1 kJ/mol
2S+1 = 1
Highest occupied orbital energy = -8.47 eV

Cartesian coordinates (Å):
C  -7.42158  -0.86777  -1.69880
H  -7.01608  -0.04732  -2.28333
H  -7.34829  -1.78213  -2.28303
H  -8.46846  -0.66819  -1.48793
C  -6.63942  -1.01064  -0.39183
N  -5.23608  -1.29472  -0.69636
C  -4.42018  -0.50271  -1.40182
O  -4.72728  0.53507  -1.95666
C  -2.96797  -1.01052  -1.41268
N  -2.29612  -0.56367  -0.19360
C  -2.37444  -1.41315  0.84442
O  -3.06762  -2.42080  0.79672
C  -1.55841  -1.17680  2.12067
N  -0.16644  -0.98650  1.86982
N  0.52590  0.01430  2.35832
N  1.74196  -0.13862  1.97190
C  1.77640  -1.26662  1.23015
N  0.56452  -1.81476  1.16194
C  2.96576  -1.78711  0.59398
C  2.88708  -2.91794  -0.21624
C  4.02212  -3.41455  -0.82478
C  5.23808  -2.77696  -0.62264
C  5.32995  -1.65058  0.18246
C  4.19322  -1.15764  0.79082
H  4.24453  -0.28786  1.42676
H  6.28443  -1.17047  0.33031
Cl  6.65907  -3.39713  -1.38237
H  3.97062  -4.29034  -1.45229
H  1.93112  -3.39738  -0.35846
H  -1.92167  -0.32211  2.69174
H  -1.69081  -2.08736  2.71634
C  -1.84869  0.83167  -0.28744
C  -0.43622  0.96946  -0.85985
H  0.31565  0.62315  -0.15400
C  -0.18573  2.45472  -1.17107
N  -0.37069  3.33065  -0.03423
C  -1.68057  3.14882  0.54917
C  -1.96938  1.69124  0.96667
H  -1.23919  1.41567  1.72592
H  -2.97495  1.62179  1.38537
H  -1.77002  3.80371  1.41844
H  -2.42127  3.46274  -0.19373
C  0.71238  3.30392  0.94424
C  2.04050  3.58468  0.29781
C  3.07915  2.66913  0.39662
C  4.29933  2.92510  -0.20539
C  4.49042  4.09869  -0.91351
C  3.45730  5.01627  -1.01728
C  2.23928  4.76130  -0.41464
H  1.42652  5.46707  -0.49783
H  3.60396  5.93335  -1.56932
H  5.44177  4.29893  -1.38447
H  5.10074  2.20477  -0.12474
H  2.92782  1.75384  0.95123
H  0.49419  4.09486  1.67058
H  0.77909  2.35548  1.49562
H  0.82766  2.58780  -1.55297
H  -0.88960  2.77574  -1.94639
H  -0.32991  0.38139  -1.77247
H  -2.53850  1.27566  -1.01830
H  -2.44646  -0.59292  -2.27440
H  -2.93680  -2.10008  -1.45190
H  -4.80516  -2.05916  -0.18886
C  -6.72905  0.28132  0.42633
H  -6.32061  1.10794  -0.14862
H  -6.16456  0.18176  1.35172
H  -7.76434  0.50203  0.67035
C  -7.16700  -2.19292  0.41840
H  -8.20888  -2.03102  0.68077
H  -6.59405  -2.31353  1.33554
H  -7.09519  -3.11130  -0.15974

***

[2]
The following is a quantum chemistry calculation of a single C5H7NO molecule, from OMol25.

Results
Strongest force on any atom = 0.005 Eh/bohr
Energy relative to the best compared isomer or geometry (same formula, charge and spin) = 76.7 kJ/mol
2S+1 = 1
Highest occupied orbital energy = -8.04 eV

Cartesian coordinates (Å):
C  -1.71309  0.13278  0.67512
C  -0.48124  -0.37562  -0.00481
C  -0.32489  -1.52095  -0.71500
O  0.94173  -1.65916  -1.16173
C  1.62906  -0.55920  -0.73612
C  0.81226  0.25922  -0.02321
N  1.11823  1.46434  0.63157
H  -1.60510  0.10762  1.76688
H  -2.58560  -0.46756  0.39606
H  -1.93210  1.17085  0.39201
H  -1.00926  -2.31447  -0.98029
H  2.67495  -0.51640  -1.00218
H  0.37825  2.14716  0.51528
H  1.98522  1.86686  0.29606

***

[3]
The following is a quantum chemistry calculation of a molecular structure, C7H8N4, from OMol25.

Results
Strongest force on any atom = 0.129 Eh/bohr
Energy relative to the best compared isomer or geometry (same formula, charge and spin) = 362.2 kJ/mol
2S+1 = 1
Highest occupied orbital energy = -10.06 eV

Cartesian coordinates (Å):
C  -0.26482  2.08737  -0.24312
C  -2.72523  -0.51561  -0.32772
C  -0.69783  0.74783  -0.51558
C  -1.78613  0.26281  0.40167
C  0.67248  -0.37575  0.22692
C  0.87068  -1.58361  -0.77415
C  1.89682  0.43395  0.73527
N  -0.00855  3.19811  -0.16148
N  -3.49417  -1.01215  -1.03733
N  -1.21005  -0.63685  1.43545
N  -0.05198  -0.90873  1.28745
H  -0.67602  0.55925  -1.51501
H  -2.22045  1.18198  0.83016
H  1.44853  -2.36639  -0.31095
H  1.53120  -1.15687  -1.50983
H  0.04117  -2.01983  -1.06093
H  1.68332  1.47086  0.60765
H  2.79459  0.26991  0.17393
H  2.19645  0.36370  1.75760

***

[4]
The following is a quantum chemistry calculation of a molecular structure, C15H20N4OS, from OMol25.

Results
Strongest force on any atom = 0.314 Eh/bohr
Energy relative to the best compared isomer or geometry (same formula, charge and spin) = 1561.4 kJ/mol
2S+1 = 1
Highest occupied orbital energy = -8.72 eV

Cartesian coordinates (Å):
C  -2.99948  -1.70703  1.24884
C  -4.37195  -1.34120  1.25070
C  -4.93633  -0.64945  -0.06278
H  -4.86703  -1.46026  -0.89224
H  -6.14788  -0.79099  -0.07015
C  -4.56069  0.53264  -0.35892
N  -3.30430  0.36031  -0.85752
C  -2.10025  1.21026  -0.92081
N  -1.19222  0.75493  -1.69662
N  -1.67061  -0.28403  -2.31113
N  -2.98429  -0.19520  -1.96715
S  -2.02863  2.55904  0.25448
C  -0.08714  2.33365  0.23155
C  0.46093  1.24136  0.78856
O  -0.26077  0.33709  1.21036
C  1.76475  0.85221  0.49626
C  2.78601  1.72026  0.09452
C  4.00341  1.48265  -0.22359
C  4.55551  0.31594  -0.41437
C  3.50812  -0.75290  0.09672
C  2.20386  -0.45169  0.25146
H  1.40993  -1.11276  0.75465
C  3.93702  -2.12599  -0.00323
H  3.05243  -2.82845  0.41158
H  4.25184  -2.35141  -1.30677
H  4.86604  -2.39941  0.60080
C  5.86284  -0.31800  -0.74695
H  6.45621  0.92528  -1.01311
H  5.77428  -0.82281  -1.50517
H  6.39215  -0.70094  0.13401
H  4.76020  2.42529  -0.60114
H  2.43996  2.89923  -0.04956
H  0.24857  2.83311  -0.63570
H  0.15815  3.15108  1.04576
H  -5.20195  1.05986  -1.11711
H  -4.34352  1.45762  0.50937
H  -5.07574  -2.22297  1.31598
H  -4.67410  -0.60385  2.33976
H  -2.87545  -2.24236  0.27965
H  -2.52286  -0.70332  1.25482
H  -2.68704  -2.38681  2.18419

***

[5]
The following is a quantum chemistry calculation of 2 unconnected molecules or ions with the total composition C9H13NO2, from OMol25.

Results
Strongest force on any atom = 0.036 Eh/bohr
Energy relative to the best compared isomer or geometry (same formula, charge and spin) = 38.2 kJ/mol
2S+1 = 1
Highest occupied orbital energy = -8.93 eV

Cartesian coordinates (Å):
C  1.67191  2.04072  1.13920
C  2.33208  0.69097  0.97899
O  2.76192  0.07002  1.93085
N  2.36727  0.20008  -0.28737
H  0.62111  1.97869  0.84759
H  2.15838  2.80909  0.53806
H  2.74183  -0.71979  -0.44010
H  1.77895  0.56905  -0.99506
H  1.72031  2.32146  2.18837
C  -0.25135  -1.74858  -2.33667
C  -1.02773  -0.81589  1.23262
C  -1.82145  0.30055  1.02702
C  -0.60622  -1.59268  0.15393
C  -0.84258  -1.09260  -1.12080
C  -2.09083  0.78323  -0.24679
C  -1.63043  0.03833  -1.32005
O  -2.37103  0.90474  2.15247
H  -0.89283  -1.16833  2.24751
H  -0.08498  -2.53563  0.25062
H  -2.89250  1.49751  -0.36555
H  -1.65509  1.21669  2.71060
H  0.76720  -1.42846  -2.58234
H  -0.87641  -1.78618  -3.22650
H  -1.83665  0.27581  -2.35177
H  -0.04086  -2.80882  -2.12482

***

[6]
The following is a quantum chemistry calculation of 2 unconnected molecules or ions with the total composition C12H20F3NO6P, from OMol25.

Results
Strongest force on any atom = 0.035 Eh/bohr
2S+1 = 1
Highest occupied orbital energy = -4.28 eV
Charge = -1

Cartesian coordinates (Å):
C  -0.52314  -1.84153  -1.19573
C  -1.84561  -1.78206  -0.39299
P  -1.76907  -2.33940  1.36359
C  -0.71502  -3.86897  1.28648
C  -0.85879  -1.02429  2.38011
N  -0.26312  -0.05392  1.43626
C  0.11359  -1.66517  3.35991
C  1.09413  -0.69805  4.02419
C  2.22553  -0.26992  3.12126
O  2.98086  -1.03710  2.57222
O  2.34969  1.10714  2.94791
C  -1.97590  -0.25196  3.14926
O  -2.27525  0.89175  2.73318
O  -2.48180  -0.84433  4.11711
H  -0.02561  -0.88415  -1.13623
H  -0.70541  -2.05127  -2.24803
H  0.18527  -2.57163  -0.81413
H  -2.56862  -2.41621  -0.89559
H  -2.19318  -0.75810  -0.40202
H  0.33568  -3.64660  1.08757
H  -1.03826  -4.50794  0.47261
H  -0.78805  -4.36120  2.24820
H  0.59026  -0.42996  1.02499
H  0.03532  0.75592  1.96966
H  0.68808  -2.49362  2.94813
H  -0.49676  -2.08156  4.15802
H  0.61637  0.16832  4.46578
H  1.56433  -1.24110  4.84266
H  1.97761  1.31363  2.08504
C  1.34459  3.87490  -5.11938
C  1.76738  3.01868  -3.94462
O  0.71567  2.91619  -2.97370
C  -0.22126  2.00846  -3.22770
O  -0.25943  1.29026  -4.18085
C  -1.24117  1.98076  -2.08120
F  -1.60072  3.21867  -1.71920
F  -0.71831  1.37310  -1.02035
F  -2.34367  1.33057  -2.43945
H  1.00650  4.85296  -4.77552
H  2.17722  4.01121  -5.80935
H  0.51827  3.41527  -5.66085
H  2.60608  3.47856  -3.42569
H  2.08329  2.02641  -4.26424

***

[7]
The following is a quantum chemistry calculation of a molecular structure, C12H28CoO8, from OMol25.

Results
⟨S²⟩ = 3.75
Strongest force on any atom = 0.030 Eh/bohr
Energy relative to the best compared isomer or geometry (same formula, charge and spin) = 43.4 kJ/mol
2S+1 = 4
Highest occupied orbital energy (alpha / beta) = -16.73 / -16.58 eV
Charge = +2

Cartesian coordinates (Å):
Co  1.07751  -0.32347  0.54028
O  -0.84823  0.58296  0.51199
C  -1.61902  1.49607  0.74118
O  -1.22903  2.54609  1.43775
C  -2.25767  3.57866  1.40626
C  -3.54855  2.79766  1.19138
C  -3.05878  1.63862  0.30728
H  -2.06852  4.29875  0.61136
H  -2.21433  4.07970  2.36917
H  -4.30683  3.34221  0.63571
H  -3.91816  2.42641  2.14351
H  -3.07886  1.86953  -0.75692
H  -3.56906  0.70414  0.53389
O  0.39486  -1.60385  -0.91846
C  -0.15805  -1.72719  -1.99964
O  -0.72042  -0.66647  -2.56758
C  -1.13402  -0.94098  -3.92461
C  -0.55507  -2.29560  -4.26096
C  -0.30619  -2.94535  -2.89707
H  -0.79640  -0.15492  -4.60053
H  -2.22169  -0.90277  -3.99358
H  0.37239  -2.34476  -4.82844
H  -1.29196  -2.88960  -4.80232
H  0.54984  -3.60667  -2.82272
H  -1.19620  -3.46650  -2.53240
C  1.17447  1.13263  3.31770
O  1.56599  1.15991  1.93887
H  0.76942  0.15741  3.58985
H  1.96166  1.29368  4.05406
H  0.35058  1.83427  3.45069
H  1.89279  2.04807  1.75597
C  1.49994  2.08255  -1.74261
O  1.96547  1.05311  -0.83828
H  0.46723  1.94909  -2.03549
H  1.69846  3.06951  -1.30811
H  2.16065  2.14725  -2.61310
H  2.83741  0.82239  -1.16320
C  -0.85992  -2.36142  2.02396
O  0.45670  -1.74126  1.92821
H  -1.50959  -2.02287  1.22695
H  -0.79341  -3.44862  1.95075
H  -1.22829  -2.13921  3.02655
H  1.00352  -2.23944  2.54652
C  3.75589  -1.93020  1.50430
O  3.06596  -1.14948  0.52597
H  4.60082  -2.47512  1.09221
H  4.05388  -1.30215  2.34977
H  3.09752  -2.67544  1.95466
H  3.71528  -0.75737  -0.06078